No. 1
{
  "formula": "C18H26FNO5",
  "method": "wB97M-V/def2-TZVPD",
  "lumo_energy_ev": -0.36,
  "orbital_gap_ev": 9.03,
  "homo_ev": -9.39,
  "total_charge": 0,
  "largest_force_ev_per_a": 1.10,
  "smiles": "CCCCC[C@@]1(C[C@@H](C)O)OC(=O)[C@@H](F)[C@H]1ON=O.c1ccccc1",
  "elements": ["C", "C", "C", "C", "C", "C", "C", "C", "C", "O", "O", "C", "O", "C", "F", "C", "O", "N", "O", "H", "H", "H", "H", "H", "H", "H", "H", "H", "H", "H", "H", "H", "H", "H", "H", "H", "H", "H", "H", "C", "C", "C", "C", "C", "C", "H", "H", "H", "H", "H", "H"],
  "xyz": [[1.808, -1.125, 1.824], [1.526, 0.271, 1.247], [1.133, 0.262, -0.244], [-0.318, 0.672, -0.565], [-1.284, -0.444, -0.973], [-1.672, -1.475, 0.112], [-0.864, -2.753, -0.003], [-1.179, -3.577, -1.264], [0.101, -4.156, -1.868], [-2.125, -4.598, -0.960], [-1.447, -0.869, 1.420], [-2.470, -0.026, 1.675], [-2.348, 1.031, 2.228], [-3.741, -0.658, 1.120], [-4.615, 0.251, 0.593], [-3.178, -1.734, 0.172], [-3.774, -1.900, -1.088], [-5.188, -2.253, -0.926], [-5.386, -3.305, -1.352], [2.448, -1.038, 2.701], [0.892, -1.640, 2.101], [2.354, -1.719, 1.091], [0.756, 0.769, 1.832], [2.449, 0.837, 1.372], [1.399, -0.687, -0.710], [1.760, 1.013, -0.727], [-0.277, 1.333, -1.432], [-0.719, 1.280, 0.242], [-0.851, -0.944, -1.838], [-2.199, 0.030, -1.337], [-1.074, -3.386, 0.860], [0.189, -2.485, 0.009], [-1.641, -2.938, -2.012], [-0.140, -5.074, -2.404], [0.560, -3.453, -2.559], [0.820, -4.405, -1.088], [-1.644, -5.417, -0.812], [-4.212, -1.143, 1.978], [-3.287, -2.670, 0.735], [4.336, 5.353, -0.364], [3.225, 5.406, -1.194], [2.009, 4.899, -0.759], [1.903, 4.338, 0.506], [3.015, 4.280, 1.334], [4.231, 4.788, 0.900], [5.284, 5.751, -0.702], [3.308, 5.842, -2.181], [1.142, 4.942, -1.405], [0.953, 3.944, 0.846], [2.935, 3.837, 2.319], [5.098, 4.743, 1.546]]
}


No. 2
{
  "formula": "C3H13N2O",
  "method": "wB97M-V/def2-TZVPD",
  "lumo_energy_ev": -3.16,
  "orbital_gap_ev": 10.74,
  "homo_ev": -13.90,
  "total_charge": 1,
  "largest_force_ev_per_a": 2.87,
  "elements": ["N", "C", "C", "C", "N", "H", "H", "H", "H", "H", "H", "H", "H", "H", "H", "H", "H", "H", "O"],
  "xyz": [[-0.162, 0.795, 0.451], [0.585, -0.289, -0.231], [-0.097, -0.739, -1.553], [1.004, -1.373, 0.743], [0.161, -1.472, 1.921], [-0.756, 0.297, 1.125], [-0.776, 1.322, -0.203], [0.337, 1.443, 1.049], [1.543, 0.017, -0.645], [-1.035, -1.249, -1.344], [0.514, -1.403, -2.162], [-0.154, 0.158, -2.183], [1.277, -2.308, 0.233], [2.004, -1.062, 1.107], [-0.807, -1.744, 1.725], [0.400, -2.286, 2.483], [-0.562, 3.444, -0.883], [-2.107, 3.453, -1.027], [-1.372, 2.997, -0.607]]
}


No. 3
{
  "formula": "C2H9NO3",
  "method": "wB97M-V/def2-TZVPD",
  "lumo_energy_ev": 0.81,
  "orbital_gap_ev": 10.74,
  "homo_ev": -9.93,
  "total_charge": 0,
  "largest_force_ev_per_a": 2.98,
  "smiles": "C=O.CO.NO",
  "elements": ["C", "O", "H", "H", "C", "O", "H", "H", "H", "H", "N", "O", "H", "H", "H"],
  "xyz": [[2.655, 0.921, 0.453], [3.094, -0.201, 0.800], [2.166, 1.593, 1.173], [2.914, 1.373, -0.514], [-2.828, -0.246, 0.535], [-1.661, -0.977, 0.196], [-3.653, -0.693, -0.018], [-3.047, -0.310, 1.607], [-2.743, 0.809, 0.254], [-0.919, -0.612, 0.698], [0.539, 0.022, -1.545], [0.988, 0.040, -0.190], [-0.372, -0.437, -1.516], [1.185, -0.557, -2.081], [1.680, -0.725, 0.148]]
}